No. 1
Density functional theory data (wB97M-V/def2-TZVPD) for a structure of composition C20H31N5Se2SiTcTe.

Calculated values
spin multiplicity	4
F_max	3.405	eV Å⁻¹
net charge	+2
ΔE to the lowest compared entry with this formula, charge and spin	0.0	kJ/mol
HOMO energy (spin up / spin down)	-14.04 / -14.01	eV
frontier orbital gap (spin up / spin down)	7.602 / 6.299	eV

Structure (XYZ):
```
61
C20H31N5Se2SiTcTe | the Open Molecules 2025 dataset | wB97M-V/def2-TZVPD
Tc 0.627 0.424 -0.383
C 0.759 -1.311 2.949
Se 0.599 0.500 2.191
C 2.356 1.279 2.685
C 3.543 0.884 1.754
Se 3.119 1.461 -0.038
C 4.353 0.417 -1.100
H 0.116 -1.327 3.879
H 1.792 -1.442 3.102
H 0.341 -1.997 2.241
H 2.482 0.942 3.707
H 2.238 2.404 2.654
H 3.784 -0.200 1.784
H 4.371 1.459 2.196
H 5.340 0.861 -1.098
H 3.963 0.472 -2.091
H 4.406 -0.621 -0.781
N 0.313 1.041 -4.662
C 0.649 0.194 -3.690
N 0.531 0.803 -2.521
C 0.152 2.064 -2.884
N -0.013 2.225 -4.161
C 0.141 3.125 -1.862
C -0.078 4.459 -2.127
N -0.007 5.376 -1.124
C 0.151 4.912 0.130
C 0.234 3.571 0.400
N 0.201 2.652 -0.590
H 0.425 0.911 -5.663
H 0.858 -0.838 -3.936
H -0.209 4.739 -3.192
H 0.264 5.649 0.884
H 0.367 3.228 1.411
Te 1.937 -1.871 -0.392
C 0.585 -3.420 0.136
C 0.835 -4.134 1.313
C 0.104 -5.224 1.598
C -0.769 -5.728 0.687
C -1.012 -5.000 -0.455
C -0.379 -3.839 -0.766
H 1.535 -3.842 2.074
H 0.332 -5.807 2.472
H -1.300 -6.663 0.928
H -1.717 -5.398 -1.233
H -0.563 -3.377 -1.723
C -2.650 1.000 2.118
Si -2.835 0.447 0.345
C -3.237 1.815 -0.882
C -4.197 -0.837 0.145
C -1.173 -0.469 -0.139
H -3.587 1.404 2.415
H -1.909 1.879 2.122
H -2.401 0.214 2.823
H -4.210 1.574 -1.285
H -2.542 1.573 -1.711
H -3.165 2.794 -0.418
H -5.153 -0.358 0.337
H -3.978 -1.689 0.843
H -4.217 -1.182 -0.882
H -1.372 -0.918 -1.141
H -1.128 -1.263 0.607
```

No. 2
Density functional theory data (wB97M-V/def2-TZVPD) for a structure of composition C20H31NO7P2SiTi.

Calculated values
spin multiplicity	2
F_max	2.267	eV Å⁻¹
net charge	-1
ΔE to the lowest compared entry with this formula, charge and spin	42.8	kJ/mol
HOMO energy (spin up / spin down)	-4.32 / -4.70	eV
frontier orbital gap (spin up / spin down)	6.968 / 6.965	eV

Structure (XYZ):
```
63
C20H31NO7P2SiTi | the Open Molecules 2025 dataset | wB97M-V/def2-TZVPD
Ti 1.244 1.342 0.020
O 3.223 2.061 2.588
P 3.877 2.272 1.108
O 5.339 2.233 1.216
O 3.122 1.212 0.257
O 3.284 3.667 0.641
P 1.952 3.736 -0.469
O 0.550 1.925 1.548
O 2.523 3.686 -1.857
O -0.114 1.934 -1.101
H 3.883 2.335 3.236
H 1.187 2.313 2.174
C -1.710 4.121 -0.078
Si -1.639 2.519 -1.008
C -2.323 2.797 -2.711
C -2.788 1.281 -0.176
C -4.172 1.369 -0.375
C -5.050 0.456 0.198
C -4.559 -0.581 0.984
C -3.191 -0.692 1.197
C -2.323 0.231 0.626
H -2.741 4.492 -0.015
H -1.092 4.883 -0.567
H -1.325 3.974 0.937
H -3.201 3.455 -2.673
H -2.619 1.856 -3.189
H -1.564 3.279 -3.338
H -4.577 2.165 -0.996
H -6.117 0.547 0.025
H -5.240 -1.301 1.424
H -2.789 -1.500 1.801
H -1.266 0.109 0.815
C 1.472 -1.632 4.100
C 1.104 -2.064 2.702
C 0.627 -3.350 2.440
C 0.277 -3.703 1.141
C -0.255 -5.082 0.836
C 0.421 -2.791 0.101
C 0.932 -1.501 0.314
C 1.234 -1.175 1.653
N 1.151 -0.524 -0.651
C 1.261 -0.855 -2.093
C 2.164 -2.081 -2.368
C 1.950 0.337 -2.758
C -0.123 -1.037 -2.724
H 1.485 -2.482 4.784
H 0.756 -0.900 4.481
H 2.457 -1.160 4.117
H 0.529 -4.071 3.247
H -0.386 -5.664 1.750
H 0.429 -5.630 0.182
H -1.220 -5.029 0.326
H 0.106 -3.095 -0.884
H 1.647 -0.201 1.875
H 2.924 -2.184 -1.589
H 2.677 -1.940 -3.323
H 1.616 -3.019 -2.433
H 2.940 0.498 -2.327
H 1.378 1.260 -2.666
H 2.068 0.138 -3.825
H -0.666 -1.864 -2.260
H -0.027 -1.245 -3.796
H -0.713 -0.128 -2.597
```

No. 3
Density functional theory data (wB97M-V/def2-TZVPD) for a structure of composition C20H31O3Tm.

Calculated values
spin multiplicity	3
F_max	5.195	eV Å⁻¹
net charge	0
ΔE to the lowest compared entry with this formula, charge and spin	292.7	kJ/mol
HOMO energy (spin up / spin down)	-6.75 / -6.75	eV
frontier orbital gap (spin up / spin down)	6.988 / 6.992	eV

Structure (XYZ):
```
55
C20H31O3Tm | the Open Molecules 2025 dataset | wB97M-V/def2-TZVPD
O 0.027 -1.639 -0.405
C -1.324 -1.886 0.232
C -2.035 -2.366 -0.983
H -1.694 -0.925 0.585
H -1.291 -2.563 1.087
C -0.639 -2.449 -1.563
H -2.659 -1.593 -1.413
H -2.577 -3.296 -0.872
C -0.368 -1.620 -2.776
H -0.524 -0.549 -2.543
H -0.990 -1.931 -3.623
H 0.669 -1.792 -3.068
C -0.261 -3.916 -1.600
H -0.374 -4.358 -0.608
H 0.769 -4.063 -1.935
H -0.946 -4.423 -2.294
Tm 1.446 -0.055 0.164
C 2.976 -0.446 2.018
C 1.878 0.245 2.605
C 0.707 -0.579 2.490
H 1.944 1.190 3.147
C 1.098 -1.767 1.802
C 2.486 -1.713 1.522
H 3.086 -2.543 1.119
H 4.026 -0.133 2.033
H -0.266 -0.411 2.971
H 0.499 -2.679 1.731
C 3.364 1.136 -1.032
C 3.552 -0.255 -1.314
C 2.516 -0.648 -2.217
H 4.417 -0.876 -1.018
C 1.715 0.511 -2.523
C 2.229 1.600 -1.774
H 1.884 2.638 -1.879
H 4.044 1.745 -0.429
H 2.485 -1.614 -2.741
H 0.916 0.570 -3.266
O -1.419 2.360 0.563
C -2.067 1.122 0.295
C -3.540 1.540 0.266
H -1.911 0.495 1.184
H -1.656 0.701 -0.631
C -3.591 2.418 1.520
H -4.243 0.699 0.216
H -3.669 2.113 -0.661
C -2.221 3.091 1.504
H -3.641 1.794 2.410
H -4.375 3.160 1.475
H -1.747 3.073 2.481
H -2.206 4.119 1.180
C 0.710 3.378 1.338
O 1.271 2.227 0.804
H 0.351 3.200 2.360
H -0.123 3.662 0.692
H 1.294 4.306 1.374
```

No. 4
Density functional theory data (wB97M-V/def2-TZVPD) for a structure of composition C20H32AlClF12O11PS.

Calculated values
F_max	0.434	eV Å⁻¹
net charge	-1
HOMO energy	-5.14	eV
frontier orbital gap	7.094	eV

Structure (XYZ):
```
79
C20H32AlClF12O11PS | the Open Molecules 2025 dataset | wB97M-V/def2-TZVPD
O 2.844 0.411 -0.096
P 2.921 1.140 -1.424
Al 2.852 3.543 -1.161
C 1.541 3.763 0.346
C 0.186 3.068 0.147
C -0.606 3.785 -0.943
C -2.096 3.450 -1.082
S -2.469 1.725 -1.005
O -2.282 1.167 0.285
O -2.000 1.068 -2.176
Cl -4.546 1.869 -1.228
H 4.036 0.708 -2.200
H 1.905 0.683 -2.314
H 2.298 4.168 -2.562
H 4.323 4.081 -0.771
H 2.021 3.341 1.235
H 1.379 4.832 0.539
H -0.395 3.026 1.075
H 0.365 2.037 -0.175
H -0.592 4.858 -0.739
H -0.117 3.648 -1.908
H -2.468 3.734 -2.067
H -2.724 3.925 -0.329
C -4.400 -0.944 -3.667
C -4.652 -1.760 -2.423
O -5.754 -2.691 -2.625
C -5.468 -3.817 -3.241
O -4.411 -4.191 -3.656
C -6.744 -4.691 -3.342
F -7.808 -3.977 -3.730
F -7.022 -5.231 -2.145
F -6.566 -5.680 -4.213
H -5.314 -0.433 -3.972
H -3.634 -0.198 -3.460
H -4.063 -1.573 -4.490
H -4.981 -1.137 -1.595
H -3.770 -2.319 -2.115
C 2.535 -2.775 1.092
C 2.913 -1.724 2.101
O 2.458 -2.103 3.442
C 3.210 -2.944 4.104
O 4.241 -3.459 3.774
C 2.595 -3.201 5.504
F 1.274 -3.407 5.445
F 2.812 -2.144 6.304
F 3.153 -4.269 6.075
H 1.458 -2.950 1.102
H 2.805 -2.398 0.109
H 3.045 -3.721 1.278
H 2.424 -0.780 1.882
H 3.988 -1.556 2.137
C 6.348 -6.488 -3.535
C 6.450 -6.144 -2.066
O 6.389 -4.715 -1.861
C 5.172 -4.187 -1.848
O 4.136 -4.764 -1.993
C 5.259 -2.668 -1.563
F 6.223 -2.095 -2.294
F 5.543 -2.481 -0.269
F 4.104 -2.083 -1.834
H 7.127 -5.976 -4.101
H 6.472 -7.563 -3.668
H 5.376 -6.201 -3.933
H 7.412 -6.432 -1.650
H 5.656 -6.614 -1.488
C -5.472 5.817 4.825
C -4.758 4.815 3.947
O -3.887 5.480 3.001
C -2.698 5.836 3.463
O -2.275 5.694 4.570
C -1.857 6.438 2.310
F -2.564 7.335 1.608
F -1.497 5.452 1.480
F -0.771 7.031 2.780
H -6.027 6.532 4.217
H -6.175 5.295 5.474
H -4.765 6.360 5.450
H -5.452 4.258 3.322
H -4.165 4.114 4.533
```

No. 5
Density functional theory data (wB97M-V/def2-TZVPD) for a structure of composition C20H32BCrF2NO20S2.

Calculated values
spin multiplicity	6
F_max	4.583	eV Å⁻¹
net charge	-1
ΔE to the lowest compared entry with this formula, charge and spin	0.0	kJ/mol
HOMO energy (spin up / spin down)	-2.24 / -6.23	eV
frontier orbital gap (spin up / spin down)	3.900 / 7.888	eV

Structure (XYZ):
```
79
C20H32BCrF2NO20S2 | the Open Molecules 2025 dataset | wB97M-V/def2-TZVPD
Cr 0.056 -0.060 -0.398
O -0.083 1.271 4.566
C 0.462 2.058 3.771
O 0.987 3.208 4.093
B 1.725 3.726 2.906
O 1.317 2.824 1.754
C 0.649 1.821 2.241
O 0.287 0.852 1.581
O 3.185 3.653 3.206
C 3.636 4.897 3.377
O 4.725 5.277 3.755
C 2.471 5.865 2.868
O 1.416 5.127 2.584
O 2.489 7.082 2.683
N 1.804 0.296 -1.276
S 2.380 0.332 -2.716
O 2.578 -0.932 -3.423
O 3.130 1.485 -3.155
F 0.931 0.793 -3.306
S 3.429 0.374 -0.753
O 3.944 1.726 -0.589
O 4.392 -0.677 -1.023
F 3.133 0.099 0.821
O -0.556 -1.384 -2.102
C -1.061 -2.342 -2.692
O -1.519 -2.408 -3.936
C -1.133 -1.479 -4.980
C -1.907 -1.842 -6.277
C -1.285 -3.692 -1.999
H -0.060 -1.554 -5.157
H -1.359 -0.461 -4.660
H -1.484 -1.269 -7.102
H -2.981 -1.702 -6.156
H -1.703 -2.869 -6.581
H -2.328 -4.008 -2.045
H -0.925 -3.731 -0.971
H -0.669 -4.455 -2.475
O -1.774 -0.834 0.557
C -2.900 -1.218 0.886
O -3.364 -1.300 2.117
C -2.544 -0.944 3.210
C -1.296 -1.770 3.476
C -4.009 -1.670 -0.050
H -3.267 -1.131 4.003
H -2.283 0.113 3.160
H -0.468 -1.440 2.849
H -1.425 -2.826 3.238
H -1.053 -1.673 4.534
H -3.609 -1.727 -1.062
H -4.870 -1.002 -0.012
H -4.247 -2.688 0.258
O -0.759 1.860 -1.256
C -0.484 3.031 -1.515
O -1.352 3.935 -1.988
C -2.693 3.504 -2.179
C -3.554 4.715 -2.573
C 0.913 3.620 -1.431
H -3.191 3.065 -1.314
H -2.706 2.722 -2.938
H -3.846 5.344 -1.732
H -4.505 4.415 -3.012
H -2.994 5.368 -3.243
H 1.460 3.506 -2.366
H 1.517 3.146 -0.657
H 0.884 4.690 -1.224
O 0.971 -1.786 0.540
C 1.689 -2.574 1.200
O 1.482 -2.884 2.466
C 2.102 -3.971 3.137
C 1.349 -4.244 4.517
C 2.845 -3.280 0.516
H 3.149 -3.699 3.273
H 2.031 -4.859 2.509
H 1.785 -5.152 4.932
H 0.316 -4.521 4.305
H 1.350 -3.363 5.159
H 3.052 -2.783 -0.432
H 2.558 -4.330 0.478
H 3.668 -3.270 1.231
```

No. 6
Density functional theory data (wB97M-V/def2-TZVPD) for a structure of composition C20H32Cl5CoN7Si2.

Calculated values
spin multiplicity	5
F_max	1.903	eV Å⁻¹
net charge	+1
ΔE to the lowest compared entry with this formula, charge and spin	51.9	kJ/mol
HOMO energy (spin up / spin down)	-10.67 / -11.41	eV
frontier orbital gap (spin up / spin down)	8.391 / 5.862	eV

Structure (XYZ):
```
67
C20H32Cl5CoN7Si2 | the Open Molecules 2025 dataset | wB97M-V/def2-TZVPD
Co -0.476 -0.645 0.673
C -0.514 1.458 4.287
C -1.150 1.981 3.044
C -1.793 3.226 3.074
C -2.407 3.695 1.924
C -2.405 2.918 0.786
C -1.761 1.665 0.818
N -1.128 1.252 1.944
N -1.703 0.774 -0.170
Si -2.594 0.896 -1.679
C -2.571 2.634 -2.494
C -4.397 0.485 -1.168
C -1.866 -0.327 -2.944
H 0.317 2.097 4.579
H -0.152 0.446 4.144
H -1.236 1.473 5.102
H -1.811 3.799 3.987
H -2.903 4.654 1.915
H -2.885 3.250 -0.115
H -3.466 3.206 -2.260
H -2.545 2.518 -3.575
H -1.707 3.227 -2.207
H -4.784 1.240 -0.491
H -4.469 -0.467 -0.653
H -5.045 0.445 -2.036
H -0.901 -0.714 -2.633
H -1.728 0.162 -3.902
H -2.527 -1.170 -3.111
Cl 1.249 -2.086 3.924
Si 1.374 -1.034 2.118
Cl 2.441 0.656 2.713
Cl 2.846 -2.139 1.106
C 5.615 -0.333 -1.084
C 5.309 1.161 -1.054
C 5.099 1.646 0.377
C 4.117 1.518 -1.964
N 2.912 0.802 -1.648
C 1.994 1.016 -0.692
N 1.074 0.073 -0.801
N 1.448 -0.693 -1.821
N 2.526 -0.275 -2.324
H 6.529 -0.528 -0.529
H 5.752 -0.687 -2.102
H 4.818 -0.912 -0.622
H 6.157 1.706 -1.482
H 4.273 1.124 0.852
H 4.906 2.716 0.409
H 5.991 1.450 0.966
H 4.364 1.269 -2.998
H 3.913 2.588 -1.889
H 1.998 1.807 0.026
Cl -1.001 -4.132 2.167
C -1.872 -3.039 3.255
Cl -2.320 -1.558 2.392
H -1.201 -2.764 4.068
H -2.775 -3.529 3.617
C -1.885 -4.621 -1.821
C -0.542 -4.295 -1.713
C -0.181 -3.142 -1.032
N -1.076 -2.328 -0.481
C -2.368 -2.629 -0.608
C -2.818 -3.765 -1.256
H -2.195 -5.519 -2.335
H 0.219 -4.920 -2.152
H 0.860 -2.866 -0.948
H -3.070 -1.943 -0.164
H -3.874 -3.973 -1.311
```